(1)
Molecular formula: C41H32EuF12N4O2STe
Method: DFT, ωB97M-V/def2-TZVPD

The geometry in XYZ format:
```
94
C41H32EuF12N4O2STe | the Open Molecules 2025 dataset | ωB97M-V/def2-TZVPD
Eu 1.323 1.669 2.393
C -1.603 -2.313 -3.098
C -1.349 -1.212 -2.101
C -0.911 0.015 -2.532
C -0.663 1.047 -1.648
C -0.637 0.874 -0.207
N -0.556 1.872 0.700
C -1.485 2.888 0.796
C -2.780 2.612 0.259
C -3.645 3.631 -0.026
C -3.226 4.976 0.167
C -4.023 6.118 -0.323
C -2.016 5.240 0.805
C -1.253 4.217 1.299
C -0.147 4.508 2.340
O 0.188 3.391 3.091
C 1.155 4.995 1.659
F 1.844 3.787 1.223
F 1.118 5.833 0.602
F 1.937 5.564 2.603
C -0.588 5.693 3.361
F 0.032 5.569 4.528
F -0.456 6.890 2.761
F -1.938 5.757 3.592
C -1.001 -0.410 0.220
C -1.406 -1.375 -0.698
C -0.952 -0.732 1.738
O -0.151 0.049 2.480
C -0.432 -2.238 1.891
F -1.360 -3.184 1.602
F 0.738 -2.403 1.113
F -0.006 -2.525 3.211
C -2.429 -0.597 2.323
F -2.582 -1.429 3.440
F -3.359 -0.957 1.406
F -2.646 0.692 2.718
H -2.637 -2.479 -3.189
H -1.239 -2.118 -4.131
H -1.192 -3.292 -2.722
H -0.850 0.234 -3.602
H -0.444 2.045 -1.941
H -3.156 1.600 0.114
H -4.676 3.469 -0.250
H -5.050 5.995 -0.035
H -3.745 7.047 0.247
H -3.959 6.456 -1.327
H -1.819 6.243 1.190
H -1.797 -2.325 -0.215
N 5.909 0.662 3.596
C 6.098 0.499 4.930
C 7.404 0.410 5.425
C 7.615 0.349 6.784
C 6.525 0.211 7.679
C 5.195 0.265 7.198
C 4.996 0.377 5.825
S 3.356 0.368 5.239
N 3.537 0.719 3.593
C 4.692 0.893 2.966
C 4.770 1.235 1.591
C 6.005 1.486 0.903
C 6.054 2.141 -0.258
C 4.850 2.557 -0.860
C 3.648 2.244 -0.225
N 3.638 1.554 0.967
H 6.769 0.882 3.070
H 8.268 0.382 4.793
H 8.599 0.448 7.215
H 6.775 0.017 8.694
H 4.343 0.228 7.923
H 6.915 1.070 1.278
H 7.021 2.446 -0.724
H 4.892 3.093 -1.783
H 2.712 2.534 -0.664
C -2.131 -7.740 -6.840
C -2.877 -6.646 -6.175
C -3.493 -6.938 -4.973
C -4.150 -5.986 -4.226
C -4.566 -6.370 -2.824
C -4.421 -4.706 -4.733
Te -5.568 -3.245 -3.654
C -3.830 -4.366 -6.031
C -3.729 -2.990 -6.438
C -3.060 -5.361 -6.658
H -1.897 -7.380 -7.924
H -2.808 -8.624 -6.850
H -1.213 -7.973 -6.341
H -3.458 -7.921 -4.495
H -3.888 -7.212 -2.557
H -5.635 -6.671 -2.743
H -4.422 -5.487 -2.137
H -2.804 -2.478 -6.031
H -4.573 -2.377 -6.168
H -3.609 -2.796 -7.530
H -2.623 -5.191 -7.649
```

Values from the calculation:
- Total charge: -1
- M: 1152.3 Da
- HOMO-LUMO gap (spin up / spin down): 5.18 / 3.52 eV
- Energy above the lowest of the compared OMol25 structures with the same formula, charge and spin: 0.0 kcal/mol
- Spin multiplicity: 7
- Max |F|: 3.9 eV/Å

***

(2)
Molecular formula: C41H33BrFN2O7OsS2Si
Method: DFT, ωB97M-V/def2-TZVPD

The geometry in XYZ format:
```
89
C41H33BrFN2O7OsS2Si | the Open Molecules 2025 dataset | ωB97M-V/def2-TZVPD
Os -0.123 -0.306 0.490
C 2.684 3.216 1.084
Si 2.394 1.667 0.088
C 3.091 0.222 1.047
C 3.329 1.769 -1.535
N 0.668 1.443 -0.143
C -0.124 2.591 -0.325
C 0.351 3.664 -1.101
C -0.380 4.821 -1.317
C -1.653 4.955 -0.783
C -2.171 3.904 -0.038
C -1.416 2.772 0.170
F -1.989 1.780 0.888
H 3.623 3.147 1.647
H 1.862 3.353 1.795
H 2.734 4.108 0.452
H 4.131 0.438 1.324
H 3.075 -0.700 0.464
H 2.527 0.050 1.969
H 4.355 1.401 -1.405
H 3.391 2.797 -1.911
H 2.846 1.153 -2.299
H 1.327 3.560 -1.563
H 0.044 5.615 -1.921
H -2.237 5.853 -0.946
H -3.162 3.942 0.396
O 2.882 -8.336 1.855
C 3.243 -7.612 0.768
O 4.254 -7.897 0.192
C 2.343 -6.484 0.369
C 1.054 -6.312 0.865
C 0.274 -5.239 0.462
C 0.765 -4.325 -0.468
S -0.348 -3.050 -0.968
C 2.054 -4.501 -0.976
C 2.831 -5.566 -0.555
H 2.094 -7.955 2.256
H 0.619 -7.012 1.570
H -0.718 -5.091 0.874
H 2.443 -3.802 -1.706
H 3.829 -5.716 -0.946
O -0.100 2.614 3.419
C -0.059 1.420 3.574
N 0.029 0.441 2.591
C 0.083 -0.777 3.166
O 0.145 -1.789 2.461
C 0.047 -0.659 4.656
C 0.087 -1.593 5.669
C 0.031 -1.115 6.978
C -0.062 0.251 7.237
C -0.103 1.181 6.198
C -0.047 0.698 4.911
H 0.153 -2.653 5.449
H 0.062 -1.814 7.807
H -0.106 0.594 8.264
H -0.184 2.246 6.390
Br -4.865 -0.820 -5.676
C -3.646 -0.289 -4.312
C -2.617 0.581 -4.639
C -1.738 0.965 -3.637
C -1.883 0.472 -2.346
C -2.916 -0.400 -2.030
C -3.815 -0.774 -3.029
C -3.139 -0.971 -0.632
O -4.241 -1.441 -0.387
O -2.143 -0.970 0.193
H -2.512 0.951 -5.650
H -0.936 1.660 -3.862
H -1.187 0.788 -1.588
H -4.628 -1.437 -2.768
C 4.920 -3.977 -5.953
C 5.997 -3.039 -6.436
O 6.783 -3.319 -7.303
S 6.165 -1.413 -5.684
C 4.854 -1.334 -4.499
C 3.589 -0.866 -4.874
C 2.550 -0.851 -3.970
C 2.742 -1.320 -2.642
C 4.048 -1.725 -2.258
C 5.077 -1.733 -3.177
C 1.673 -1.389 -1.770
C 0.663 -1.509 -0.978
H 4.824 -4.785 -6.674
H 3.965 -3.475 -5.813
H 5.220 -4.393 -4.988
H 3.433 -0.519 -5.889
H 1.569 -0.492 -4.256
H 4.222 -2.034 -1.234
H 6.070 -2.054 -2.882
```

Values from the calculation:
- Total charge: -1
- M: 1047.1 Da
- HOMO-LUMO gap (spin up / spin down): 6.78 / 6.10 eV
- Energy above the lowest of the compared OMol25 structures with the same formula, charge and spin: 36.2 kcal/mol
- Spin multiplicity: 5
- Max |F|: 0.6 eV/Å

***

(3)
Molecular formula: C41H33ClN2O4PV
Method: DFT, ωB97M-V/def2-TZVPD

The geometry in XYZ format:
```
83
C41H33ClN2O4PV | the Open Molecules 2025 dataset | ωB97M-V/def2-TZVPD
V 0.649 0.005 -0.766
O -0.238 -1.575 -1.073
C 0.020 -2.578 -1.856
C -0.938 -3.574 -2.119
C -0.654 -4.608 -2.981
C 0.593 -4.716 -3.592
C 1.564 -3.774 -3.337
C 1.301 -2.713 -2.471
C 2.217 -1.667 -2.160
N 3.388 -1.429 -2.544
C 4.065 -0.257 -2.073
C 3.648 0.287 -0.679
N 2.355 0.942 -0.625
C 2.353 2.234 -0.724
C 1.229 3.107 -0.673
C 1.435 4.490 -0.815
C 0.396 5.385 -0.749
C -0.906 4.920 -0.564
C -1.149 3.578 -0.401
C -0.099 2.634 -0.426
O -0.324 1.400 -0.127
H -1.914 -3.482 -1.663
H -1.419 -5.340 -3.199
H 0.791 -5.536 -4.265
H 2.535 -3.832 -3.805
H 1.760 -0.988 -1.390
H 3.941 0.530 -2.830
H 5.129 -0.515 -2.018
H 4.438 0.991 -0.381
H 3.657 -0.549 0.032
H 3.319 2.739 -0.849
H 2.441 4.851 -0.979
H 0.584 6.442 -0.839
H -1.723 5.625 -0.534
H -2.154 3.206 -0.249
Cl 2.160 -2.689 0.689
C 1.316 -2.899 2.179
C 1.443 -4.069 2.909
C 0.776 -4.185 4.117
C -0.012 -3.146 4.587
C -0.155 -1.994 3.836
C 0.508 -1.856 2.619
P 0.251 -0.375 1.558
C 1.085 0.905 2.546
C 0.712 2.247 2.522
C 1.492 3.203 3.149
C 2.645 2.833 3.819
C 3.025 1.501 3.851
C 2.260 0.546 3.207
C -1.544 -0.247 1.856
C -2.334 -1.196 1.206
C -3.712 -1.149 1.305
C -4.319 -0.159 2.064
C -3.539 0.767 2.736
C -2.158 0.714 2.648
H 2.058 -4.873 2.538
H 0.875 -5.091 4.696
H -0.521 -3.244 5.536
H -0.786 -1.189 4.189
H -0.179 2.563 2.004
H 1.200 4.243 3.103
H 3.243 3.583 4.315
H 3.922 1.206 4.376
H 2.569 -0.491 3.214
H -1.856 -1.968 0.614
H -4.317 -1.873 0.775
H -5.398 -0.108 2.119
H -4.010 1.546 3.321
H -1.565 1.423 3.205
O -0.016 -0.650 -4.206
C -0.361 0.126 -3.330
O 0.436 0.758 -2.556
C -1.834 0.463 -3.165
C -2.546 0.842 -4.296
C -3.891 1.158 -4.199
C -4.535 1.101 -2.974
C -3.833 0.715 -1.846
C -2.492 0.387 -1.944
H -2.034 0.874 -5.247
H -4.440 1.444 -5.086
H -5.582 1.358 -2.894
H -4.319 0.667 -0.880
H -1.977 0.043 -1.060
```

Values from the calculation:
- M: 735.1 Da
- HOMO-LUMO gap (spin up / spin down): 7.27 / 7.24 eV
- Energy above the lowest of the compared OMol25 structures with the same formula, charge and spin: 80.1 kcal/mol
- Spin multiplicity: 3
- Max |F|: 2.9 eV/Å